Record 1
Density functional theory data (ωB97M-V with the def2-TZVPD basis set) for a 2-piece molecular cluster, C4H9O overall at a distorted geometry.

Its relative energy (zero: lowest compared OMol25 entry of this formula, charge and spin) is 50.26 kcal/mol. The lowest unoccupied orbital energy comes out at 4.17 eV. The calculated total energy comes out at -6338.5891 eV. The charge is -1. The orbital gap is 5.786 eV.

Last column: Löwdin charge in e.
Cartesian coordinates (Å):
C 1.077 -0.140 -0.028  -0.593
O 1.956 0.085 0.932  -0.319
C 0.069 0.967 -0.370  -0.138
C -0.456 -0.361 0.053  -0.330
C -1.135 -1.306 -0.987  -0.109
H 1.524 -0.733 -0.856  0.102
H -5.522 3.843 2.452  -0.004
H 0.118 1.776 0.346  0.076
H 0.023 1.262 -1.412  0.069
H -5.093 3.287 2.201  0.004
H -0.756 -0.789 1.006  0.107
H -0.373 -1.960 -1.407  0.054
H -2.000 -1.757 -0.506  0.045
H -1.548 -0.638 -1.716  0.036

***

Record 2
Density functional theory data (ωB97M-V with the def2-TZVPD basis set) for a 2-piece molecular cluster, C4H9O overall at a distorted geometry.

Its relative energy (zero: lowest compared OMol25 entry of this formula, charge and spin) is 29.32 kcal/mol. The lowest unoccupied orbital energy comes out at 3.64 eV. The calculated total energy comes out at -6339.4975 eV. The charge is -1. The orbital gap is 5.377 eV.

Last column: Löwdin charge in e.
Cartesian coordinates (Å):
C -2.229 1.799 2.042  -0.547
O -1.210 0.968 2.364  -0.479
H -2.362 2.736 2.690  0.019
H -2.090 2.264 1.037  0.010
H -3.221 1.270 2.071  0.019
C 1.446 -2.105 -1.067  -0.144
C 1.117 -0.715 -0.711  -0.244
C 1.135 0.323 -1.538  -0.024
H 2.374 -2.495 -0.644  0.065
H 0.640 -2.762 -0.708  0.072
H 1.486 -2.361 -2.130  0.064
H 0.910 -0.538 0.341  0.099
H 0.823 1.281 -1.128  0.050
H 1.181 0.336 -2.619  0.041

***

Record 3
Density functional theory data (ωB97M-V with the def2-TZVPD basis set) for a 2-piece molecular cluster, C4H9O2 overall.

Its relative energy (zero: lowest compared OMol25 entry of this formula, charge and spin) is 32.64 kcal/mol. The lowest unoccupied orbital energy comes out at 4.24 eV. The calculated total energy comes out at -8389.0762 eV. The charge is -1. The orbital gap is 7.054 eV.

Last column: Löwdin charge in e.
Cartesian coordinates (Å):
C -0.107 0.054 2.429  -0.210
O 1.113 -0.474 1.968  -0.176
H -0.553 0.727 1.688  0.065
H -0.825 -0.742 2.632  0.056
H 0.036 0.616 3.361  0.057
C -0.907 1.153 -1.418  -0.060
C 0.173 0.368 -1.130  -0.657
O 1.164 0.690 -0.367  -0.186
C 0.263 -1.051 -1.704  -0.078
H -1.690 0.804 -2.078  -0.002
H -0.936 2.145 -0.984  0.011
H 1.247 -0.088 1.057  0.011
H -0.363 -1.251 -2.568  0.046
H 1.306 -1.197 -2.001  0.060
H 0.080 -1.754 -0.884  0.064

***

Record 4
Density functional theory data (ωB97M-V with the def2-TZVPD basis set) for a 2-piece molecular cluster, C4H9O2 overall.

Its relative energy (zero: lowest compared OMol25 entry of this formula, charge and spin) is 1.02 kcal/mol. The lowest unoccupied orbital energy comes out at 4.03 eV. The calculated total energy comes out at -8390.4477 eV. The charge is -1. The orbital gap is 7.901 eV.

Last column: Löwdin charge in e.
Cartesian coordinates (Å):
C -1.858 0.261 -1.451  -0.162
C -1.761 1.780 -1.345  -0.178
H -2.027 -0.062 -2.482  0.055
H -0.940 -0.221 -1.108  0.039
H -2.691 -0.116 -0.860  0.058
H -0.921 2.161 -1.930  0.058
H -2.676 2.269 -1.684  0.046
H -1.581 2.076 -0.312  0.054
C 1.436 0.542 1.405  -0.066
C 0.945 -0.735 0.687  -0.818
O 0.271 -1.525 1.385  -0.112
O 1.264 -0.850 -0.521  -0.120
H 0.595 1.019 1.916  0.050
H 1.853 1.247 0.683  0.047
H 2.196 0.290 2.144  0.049

***

Record 5
Density functional theory data (ωB97M-V with the def2-TZVPD basis set) for one molecule with the formula C4H9O2PS at a distorted geometry.

Its relative energy (zero: lowest compared OMol25 entry of this formula, charge and spin) is 53.29 kcal/mol. The lowest unoccupied orbital energy comes out at 0.90 eV. The calculated total energy comes out at -28510.6623 eV. The structure (SMILES) is COP(/C=C/S)OC. The orbital gap is 9.527 eV.

Last column: Löwdin charge in e.
Cartesian coordinates (Å):
C 0.799 2.465 1.292  -0.106
O 0.518 1.135 0.697  -0.450
P -0.739 0.899 -0.463  0.986
C -0.790 -0.944 0.247  -0.347
C -1.951 -1.425 0.480  -0.564
S -1.901 -3.058 1.328  0.657
O 0.114 0.612 -1.792  -0.450
C 1.036 -0.362 -2.074  -0.160
H 1.847 2.434 1.485  0.069
H 0.203 2.563 2.148  0.057
H 0.629 3.288 0.606  0.070
H -0.086 -1.581 0.796  0.030
H -2.954 -1.453 0.043  0.056
H -0.538 -2.915 1.608  -0.110
H 0.571 -1.165 -2.598  0.078
H 1.390 -0.663 -1.109  0.059
H 1.854 0.169 -2.693  0.124

***

Record 6
Density functional theory data (ωB97M-V with the def2-TZVPD basis set) for C4H9O2PS as an isolated structure at a distorted geometry.

Its relative energy (zero: lowest compared OMol25 entry of this formula, charge and spin) is 0.00 kcal/mol. The lowest unoccupied orbital energy (spin up / spin down) comes out at 0.64 / -2.82 eV. The calculated total energy comes out at -28509.0540 eV. As for the spin multiplicity: 3. The orbital gap (spin up / spin down) is 6.750 / 6.205 eV.

Last column: Löwdin charge in e.
Cartesian coordinates (Å):
C -0.194 1.526 1.026  -0.675
C -0.439 2.098 2.313  -0.089
C -0.954 -0.953 -2.103  -0.194
C 0.342 -0.822 -1.358  -0.150
O -0.097 2.120 -0.016  0.034
O 0.613 -1.264 1.657  -0.286
P -0.420 -0.364 0.773  0.370
S -2.179 -0.912 1.150  0.340
H 0.316 2.853 2.422  0.082
H -1.438 2.606 2.220  0.114
H -0.318 1.261 2.990  0.076
H -1.379 -1.868 -1.866  0.040
H -1.620 -0.061 -1.921  0.093
H -0.583 -0.936 -3.116  0.072
H 0.891 0.183 -1.437  0.089
H 0.866 -1.702 -1.302  0.030
H 1.434 -0.759 1.661  0.056

***

Record 7
Density functional theory data (ωB97M-V with the def2-TZVPD basis set) for a 2-piece molecular cluster, C4H9O2S overall at a distorted geometry.

Its relative energy (zero: lowest compared OMol25 entry of this formula, charge and spin) is 38.77 kcal/mol. The lowest unoccupied orbital energy comes out at 3.18 eV. The calculated total energy comes out at -19224.4683 eV. The charge is -1. The orbital gap is 6.849 eV.

Last column: Löwdin charge in e.
Cartesian coordinates (Å):
C -1.730 -0.219 0.306  -0.070
C -1.555 -1.410 -0.726  -0.886
O -0.533 -2.032 -0.533  -0.069
O -2.396 -1.372 -1.588  -0.055
H -2.651 0.323 0.200  0.034
H -0.934 0.478 0.328  -0.047
H -1.847 -0.849 1.301  0.095
C 1.738 -0.033 1.301  -0.308
C 0.909 1.166 -1.140  -0.443
S 1.303 1.677 0.522  0.692
H 2.790 -0.115 1.328  -0.001
H 1.250 0.155 2.295  0.036
H 1.186 -0.752 0.810  -0.024
H 1.105 1.868 -1.785  -0.050
H -0.145 0.850 -1.307  0.044
H 1.509 0.265 -1.311  0.052

***

Record 8
Density functional theory data (ωB97M-V with the def2-TZVPD basis set) for a 2-piece molecular cluster, C4H9O2S overall.

Its relative energy (zero: lowest compared OMol25 entry of this formula, charge and spin) is 10.75 kcal/mol. The lowest unoccupied orbital energy comes out at 3.49 eV. The calculated total energy comes out at -19225.6830 eV. The charge is -1. The orbital gap is 7.840 eV.

Last column: Löwdin charge in e.
Cartesian coordinates (Å):
C -1.279 1.577 -0.366  -0.196
C -0.742 0.863 0.858  -0.557
S 0.990 1.328 1.226  0.722
C 1.937 0.046 0.331  -0.414
H -2.317 1.307 -0.571  0.065
H -0.620 1.379 -1.210  0.058
H -1.244 2.664 -0.235  0.049
H -0.693 -0.208 0.661  0.034
H -1.281 1.080 1.776  0.049
H 1.801 -0.902 0.831  0.002
H 1.493 -0.086 -0.654  0.022
H 2.943 0.453 0.273  0.011
O -0.575 -1.394 -1.431  -0.134
C -0.249 -2.372 -0.721  -0.651
O 0.300 -2.357 0.402  -0.145
H -0.464 -3.377 -1.170  0.085

***

Record 9
Density functional theory data (ωB97M-V with the def2-TZVPD basis set) for C4H9O2Si as an isolated structure at a distorted geometry.

Its relative energy (zero: lowest compared OMol25 entry of this formula, charge and spin) is 11.49 kcal/mol. The lowest unoccupied orbital energy comes out at 3.88 eV. The calculated total energy comes out at -16267.1743 eV. The charge is -1. The orbital gap is 8.323 eV.

Last column: Löwdin charge in e.
Cartesian coordinates (Å):
C -0.035 1.414 -0.419  -0.729
C -1.457 -0.222 0.778  -0.086
C -0.215 -0.801 -1.380  -0.079
C -0.171 -0.042 -0.029  -0.535
O 1.206 1.661 -0.197  -0.178
O -0.889 2.198 -0.777  0.012
Si 1.586 -0.025 0.715  0.453
H -1.175 -0.461 1.875  0.084
H -2.179 -0.867 0.421  0.021
H -1.985 0.820 0.883  0.105
H 0.417 -0.397 -2.112  0.067
H -1.178 -0.820 -1.783  0.052
H -0.052 -1.802 -1.138  0.049
H 1.789 -1.397 1.430  -0.107
H 1.718 0.857 1.911  -0.045
H 2.620 -0.115 -0.178  -0.084

***

Record 10
Density functional theory data (ωB97M-V with the def2-TZVPD basis set) for a 2-piece molecular cluster, C4H9O3 overall at a distorted geometry.

Its relative energy (zero: lowest compared OMol25 entry of this formula, charge and spin) is 47.98 kcal/mol. The lowest unoccupied orbital energy comes out at 3.92 eV. The calculated total energy comes out at -10436.3849 eV. The charge is -1. The orbital gap is 8.339 eV.

Last column: Löwdin charge in e.
Cartesian coordinates (Å):
C 1.594 1.237 -1.422  -0.015
C 0.136 1.049 -2.092  -0.705
O -0.379 -0.100 -1.978  -0.100
O -0.331 1.991 -2.743  -0.064
H 2.320 0.852 -2.174  0.070
H 1.624 0.553 -0.604  0.015
H 1.828 2.207 -1.201  0.014
C -0.129 -1.208 1.546  -0.418
C -1.582 -0.664 1.609  -0.092
O 0.435 -0.693 0.430  -0.233
H 0.424 -0.706 2.310  0.080
H 0.052 -2.321 1.619  0.104
H -2.291 -1.175 2.345  0.063
H -0.158 -0.741 -0.615  0.159
H -1.857 -0.503 0.610  0.039
H -1.687 0.222 2.362  0.084

***

Record 11
Density functional theory data (ωB97M-V with the def2-TZVPD basis set) for a 2-piece molecular cluster, C4H9O3 overall at a distorted geometry.

Its relative energy (zero: lowest compared OMol25 entry of this formula, charge and spin) is 30.07 kcal/mol. The lowest unoccupied orbital energy comes out at 3.27 eV. The calculated total energy comes out at -10437.1617 eV. The charge is -1. The orbital gap is 7.150 eV.

Last column: Löwdin charge in e.
Cartesian coordinates (Å):
C 0.140 0.856 -1.011  -0.207
C 1.243 -0.175 -0.847  -0.167
C -0.938 0.384 -2.034  -0.757
O -2.000 1.053 -1.974  -0.114
O -0.682 -0.584 -2.778  -0.085
H -0.431 1.088 -0.122  0.053
H 0.580 1.777 -1.395  0.098
H 0.864 -1.197 -0.773  0.063
H 2.054 0.055 -0.153  0.055
H 1.725 -0.297 -1.827  0.065
C -0.293 -0.461 1.781  -0.139
O -0.350 -0.365 3.234  -0.148
H -1.116 -0.873 3.521  0.056
H 0.550 0.199 1.631  0.066
H -1.154 0.019 1.324  0.078
H -0.193 -1.479 1.422  0.082

***

Record 12
Density functional theory data (ωB97M-V with the def2-TZVPD basis set) for a 2-piece molecular cluster, C4H9O6S overall at a distorted geometry.

Its relative energy (zero: lowest compared OMol25 entry of this formula, charge and spin) is 0.00 kcal/mol. The lowest unoccupied orbital energy (spin up / spin down) comes out at 3.67 / 3.05 eV. The calculated total energy comes out at -27410.1025 eV. The charge is -1. As for the spin multiplicity: 3. The orbital gap (spin up / spin down) is 5.420 / 8.543 eV.

Last column: Löwdin charge in e.
Cartesian coordinates (Å):
C -2.060 0.173 -0.486  -0.127
C 0.456 -0.558 2.214  0.001
C 1.268 -1.082 -1.402  -0.077
C -0.438 -1.278 0.163  -0.543
O 1.663 1.380 0.155  -0.465
O -0.124 3.153 0.202  -0.429
O 0.914 2.425 -1.950  -0.428
O -1.397 -1.015 -0.710  -0.026
O -0.707 -1.091 1.480  -0.084
O 0.788 -1.662 -0.189  -0.049
S 0.493 2.054 -0.579  0.558
H -1.567 1.095 -0.625  0.007
H -2.458 0.215 0.603  0.124
H -3.007 0.331 -0.993  0.082
H 0.893 0.048 1.539  0.006
H 0.988 -1.532 2.462  0.112
H -0.029 -0.189 3.088  0.080
H 1.994 -0.214 -0.923  0.120
H 0.517 -0.539 -2.014  0.089
H 1.814 -1.715 -2.037  0.050